Version w
A molecular structure, C41H47B2NO4S2Zr. Source: the OMol25 dataset; level of theory: ωB97M-V/def2-TZVPD.

XYZ file:
```
98
Properties=species:S:1:pos:R:3:lowdin_charge:R:1
Zr 0.0337 0.6040 -0.1299 1.274
C -0.1151 -4.5142 1.6517 -0.061
C 1.2770 -3.8833 1.6236 -0.382
C 2.1938 -4.5760 2.6370 -0.059
C 1.2691 -2.4000 1.9089 -0.217
C 2.0998 -1.5538 1.1818 -0.056
C 2.2223 -0.2048 1.5081 -0.120
C 1.5215 0.3291 2.5932 -0.345
C 1.7416 1.7572 2.9821 -0.082
C 0.6717 -0.5187 3.3067 -0.078
C 0.5454 -1.8536 2.9665 -0.038
H -0.0790 -5.5171 1.2294 0.079
H -0.8228 -3.9154 1.0834 0.050
H -0.4799 -4.5956 2.6720 0.080
H 1.7038 -4.0235 0.6235 0.126
H 1.8400 -4.3971 3.6482 0.082
H 3.2052 -4.1893 2.5563 0.080
H 2.2164 -5.6478 2.4608 0.076
H 2.7162 -1.9683 0.3926 0.119
H 2.9627 0.4120 1.0013 0.123
H 1.4280 2.4217 2.1631 -0.009
H 2.8010 1.9401 3.1663 0.087
H 1.1746 2.0153 3.8721 0.081
H 0.1162 -0.1257 4.1471 0.114
H -0.1157 -2.4824 3.5439 0.120
S -1.4210 1.4192 1.8535 0.661
C -1.7483 3.0603 1.3433 -0.671
C -2.9138 3.6675 1.8023 -0.134
C -3.1939 4.9898 1.5236 -0.105
C -2.3070 5.7314 0.7615 -0.107
C -1.1585 5.1367 0.2723 -0.132
C -0.8550 3.8079 0.5538 -0.673
S 0.6643 3.1413 -0.0402 0.634
H -3.5888 3.0760 2.4033 0.092
H -4.0971 5.4415 1.9083 0.095
H -2.5028 6.7751 0.5578 0.095
H -0.4664 5.7082 -0.3304 0.093
C -0.4488 -2.6356 -4.7988 0.008
N -0.8563 -2.9022 -3.4155 -0.180
C 0.2285 -3.5494 -2.6653 0.020
C -1.2863 -1.6368 -2.7441 -0.111
C -1.8707 -1.9099 -1.3751 -0.260
C -2.9669 -2.7731 -1.3311 -0.067
C -3.5600 -3.0986 -0.1296 -0.087
C -3.0628 -2.5243 1.0276 -0.091
C -2.0048 -1.6308 0.9635 -0.175
C -1.3307 -1.2910 -0.2290 -0.186
H -0.1966 -3.5619 -5.3110 0.106
H 0.4229 -1.9826 -4.7784 0.106
H -1.2493 -2.1339 -5.3390 0.109
H -1.6671 -3.5339 -3.3991 0.169
H 1.0999 -2.8963 -2.6882 0.100
H 0.4684 -4.5145 -3.1107 0.110
H -0.0787 -3.6815 -1.6287 0.103
H -2.0296 -1.1620 -3.3908 0.144
H -0.4059 -0.9860 -2.6526 0.072
H -3.3824 -3.1821 -2.2472 0.105
H -4.4049 -3.7697 -0.0954 0.101
H -3.5095 -2.7720 1.9801 0.107
H -1.6938 -1.1651 1.8918 0.032
C 6.9091 3.1649 -4.9764 -0.068
C 6.0927 3.2562 -3.6831 -0.559
C 5.4223 4.6370 -3.6296 -0.041
C 7.0607 3.0983 -2.5006 -0.046
C 4.9962 2.2021 -3.5970 -0.173
C 4.6924 1.3439 -4.6497 -0.027
C 3.6896 0.3836 -4.5748 0.015
C 2.9623 0.3113 -3.4081 -0.210
O 1.9422 -0.5155 -3.0506 0.084
B 1.5550 -0.1754 -1.7149 -0.508
O 2.3909 0.9084 -1.3246 -0.003
C 3.2383 1.1820 -2.3495 -0.186
C 4.2485 2.1148 -2.4216 0.070
H 7.6696 3.9435 -4.9817 0.083
H 6.2781 3.3137 -5.8492 0.081
H 7.4122 2.2033 -5.0574 0.087
H 6.1662 5.4264 -3.7169 0.084
H 4.8830 4.7742 -2.6961 0.080
H 4.7127 4.7377 -4.4488 0.091
H 7.8687 3.8229 -2.5781 0.083
H 7.4940 2.0995 -2.4958 0.090
H 6.5586 3.2580 -1.5510 0.074
H 5.2475 1.4038 -5.5706 0.098
H 3.4942 -0.2788 -5.4051 0.114
H 4.4303 2.7583 -1.5766 0.127
O -2.7244 1.9462 -1.6796 0.165
B -1.4292 1.4555 -1.6025 -0.608
O -0.9418 1.2996 -2.9362 0.073
C -1.9507 1.6621 -3.7628 -0.225
C -2.0255 1.5927 -5.1384 -0.010
C -3.2289 1.9603 -5.7255 -0.105
C -4.3056 2.3833 -4.9612 -0.099
C -4.2354 2.4480 -3.5755 0.012
C -3.0459 2.0711 -2.9873 -0.197
H -1.1826 1.2538 -5.7198 0.112
H -3.3293 1.9070 -6.7989 0.096
H -5.2281 2.6499 -5.4541 0.098
H -5.0791 2.7523 -2.9782 0.119
```

Molecular weight = 794.81 g/mol
E_LUMO = -0.19 eV
E_HOMO = -6.55 eV
Gap between HOMO and LUMO = 6.35 eV

---

Version x
A molecular structure, C41H47B2NO4S2Zr. Source: the OMol25 dataset; level of theory: ωB97M-V/def2-TZVPD.

XYZ file:
```
98
Properties=species:S:1:pos:R:3:lowdin_charge:R:1
Zr 1.2556 -1.1087 0.2384 1.119
C -1.3444 3.7248 2.2452 -0.071
C 0.0728 3.2684 2.5798 -0.364
C 0.9467 3.3130 1.3232 -0.047
C 0.1338 1.9120 3.2642 -0.199
C -0.9967 1.1497 3.5397 -0.041
C -0.8982 -0.0556 4.2243 -0.047
C 0.3283 -0.5396 4.6644 -0.309
C 0.4275 -1.8380 5.4230 -0.063
C 1.4622 0.2128 4.3755 -0.072
C 1.3654 1.4105 3.6857 -0.032
H -1.3124 4.7134 1.7858 0.081
H -1.9720 3.7873 3.1358 0.081
H -1.8175 3.0413 1.5353 0.070
H 0.4898 3.9873 3.2950 0.140
H 0.5791 2.6196 0.5653 0.067
H 1.9832 3.0486 1.5288 0.072
H 0.9361 4.3156 0.8912 0.086
H -1.9717 1.4881 3.2170 0.105
H -1.8017 -0.6183 4.4389 0.110
H -0.3503 -1.9082 6.1847 0.078
H 1.3968 -1.9331 5.9105 0.077
H 0.3249 -2.6914 4.7478 0.038
H 2.4345 -0.1460 4.6914 0.109
H 2.2684 1.9762 3.4868 0.116
S 2.0277 -2.4729 2.1491 0.573
C 3.4277 -3.1508 1.2671 -0.652
C 4.5524 -3.4776 2.0303 -0.134
C 5.6885 -3.9994 1.4412 -0.096
C 5.7248 -4.1824 0.0634 -0.093
C 4.6262 -3.8496 -0.7048 -0.123
C 3.4579 -3.3391 -0.1291 -0.667
S 2.0607 -3.0157 -1.1612 0.623
H 4.5153 -3.3104 3.0992 0.094
H 6.5442 -4.2539 2.0527 0.099
H 6.6126 -4.5789 -0.4122 0.100
H 4.6511 -3.9765 -1.7795 0.099
C -0.0194 -5.0718 0.6073 -0.013
N -1.2546 -4.6564 1.3304 -0.171
C -1.2116 -5.0831 2.7493 0.005
C -1.5408 -3.1730 1.2179 -0.097
C -1.6993 -2.7835 -0.2186 -0.286
C -2.8339 -3.2540 -0.8822 -0.061
C -3.0054 -3.0148 -2.2369 -0.088
C -2.0306 -2.2915 -2.9070 -0.071
C -0.9227 -1.8065 -2.2226 -0.122
C -0.7098 -2.0257 -0.8529 -0.272
H 0.0348 -6.1586 0.6061 0.108
H 0.8432 -4.6412 1.1135 0.048
H -0.0500 -4.6842 -0.4075 0.068
H -2.0388 -5.1121 0.8613 0.168
H -0.4090 -4.5346 3.2377 0.088
H -1.0104 -6.1501 2.8076 0.104
H -2.1601 -4.8567 3.2303 0.105
H -0.7119 -2.6514 1.6992 0.075
H -2.4481 -3.0076 1.8020 0.140
H -3.6053 -3.7907 -0.3305 0.108
H -3.8862 -3.3703 -2.7553 0.098
H -2.1419 -2.0909 -3.9659 0.104
H -0.1964 -1.2191 -2.7777 0.105
C -4.4379 4.2126 -4.2514 -0.073
C -4.6262 3.4441 -2.9427 -0.564
C -5.7169 2.3854 -3.1594 -0.048
C -5.0865 4.4380 -1.8679 -0.050
C -3.3410 2.7530 -2.4845 -0.169
C -2.1629 2.7907 -3.2287 -0.022
C -0.9937 2.1463 -2.8147 0.032
C -1.0411 1.4605 -1.6294 -0.223
O -0.0725 0.7412 -0.9889 -0.025
B -0.6792 0.2027 0.2068 -0.568
O -1.9933 0.6650 0.2602 0.132
C -2.2049 1.4123 -0.8766 -0.191
C -3.3547 2.0424 -1.2742 0.059
H -5.3761 4.6997 -4.5226 0.084
H -4.1589 3.5476 -5.0705 0.085
H -3.6742 4.9861 -4.1540 0.087
H -6.6457 2.8586 -3.4860 0.083
H -5.9231 1.8321 -2.2423 0.077
H -5.4056 1.6702 -3.9231 0.090
H -5.9971 4.9473 -2.1910 0.083
H -4.3154 5.1894 -1.6882 0.091
H -5.2997 3.9399 -0.9212 0.075
H -2.1350 3.3337 -4.1616 0.097
H -0.0854 2.1871 -3.4014 0.124
H -4.2434 1.9783 -0.6591 0.126
O 2.9077 1.6858 -0.9139 0.077
B 3.1847 0.3745 -0.4471 -0.442
O 4.4599 0.0106 -0.9044 0.105
C 4.9114 1.0409 -1.6886 -0.216
C 6.0862 1.1381 -2.3966 0.004
C 6.2788 2.2991 -3.1465 -0.097
C 5.3233 3.3094 -3.1707 -0.098
C 4.1382 3.1996 -2.4418 0.002
C 3.9611 2.0492 -1.7088 -0.221
H 6.8208 0.3446 -2.3741 0.118
H 7.1874 2.4137 -3.7225 0.097
H 5.5015 4.1957 -3.7649 0.097
H 3.3886 3.9797 -2.4474 0.116
```

Molecular weight = 794.81 g/mol
E_LUMO = -0.12 eV
E_HOMO = -7.43 eV
Gap between HOMO and LUMO = 7.31 eV

---

Energies, relative to the best one, in kJ/mol: version w 82.2; version x 0.0.

---

Version w
A gas-phase ion, CH3N5O (charge +2). Source: the OMol25 dataset; level of theory: ωB97M-V/def2-TZVPD.

XYZ file:
```
10
Properties=species:S:1:pos:R:3:lowdin_charge:R:1
C -0.3188 0.5469 -0.2334 -0.229
N 0.0385 0.3207 1.0962 0.266
N 0.5453 -0.7276 1.2902 0.073
N 1.0994 -1.6566 0.9260 0.425
N 0.2015 -0.5167 -1.0080 0.074
N -1.1870 1.4537 -0.4815 0.345
O 0.9382 -0.5662 -1.8933 0.298
H 1.6418 -2.5511 1.3146 0.313
H -1.6997 1.8509 0.4021 0.248
H -1.2593 1.8460 -1.4128 0.187
```

Molecular weight = 101.07 g/mol
Charge = +2
E_LUMO (alpha / beta) = -13.39 / -13.39 eV
E_HOMO (alpha / beta) = -20.41 / -20.46 eV
Gap between HOMO and LUMO (alpha / beta) = 7.03 / 7.08 eV

---

Version x
A gas-phase ion, CH3N5O (charge +2). Source: the OMol25 dataset; level of theory: ωB97M-V/def2-TZVPD.

XYZ file:
```
10
Properties=species:S:1:pos:R:3:lowdin_charge:R:1
N 1.5451 -0.6620 -0.0193 0.325
C 0.4268 -0.1216 -0.0410 0.051
N -0.5986 0.4787 -0.0460 0.201
N -1.5331 1.2831 -0.0090 0.129
N -2.7171 1.0031 0.0041 0.165
N -3.0226 -0.7069 -0.0123 0.204
O -4.0986 -0.9752 0.0020 0.304
H 2.4181 -0.1092 -0.0174 0.211
H 1.6727 -1.6857 -0.0098 0.205
H -3.4131 1.7661 0.0364 0.204
```

Molecular weight = 101.07 g/mol
Charge = +2
E_LUMO = -11.61 eV
E_HOMO = -20.49 eV
Gap between HOMO and LUMO = 8.87 eV

---

Energies, relative to the best one, in kJ/mol: version w 248.7; version x 0.0.

---

Version w
A single C14H19N3O4 molecule. Source: the OMol25 dataset; level of theory: ωB97M-V/def2-TZVPD.

XYZ file:
```
40
Properties=species:S:1:pos:R:3:lowdin_charge:R:1
N -5.8272 -0.1396 -0.7849 0.135
C -5.4933 -1.3338 -0.0873 -0.480
O -6.2376 -2.2705 0.0566 0.028
C -4.0671 -1.4433 0.7443 -0.098
C -2.8268 -0.9160 -0.0378 -0.146
C -2.5117 0.6230 0.2335 -0.345
N -3.3992 1.5922 -0.4606 -0.032
C -1.0613 0.9436 -0.0766 -0.514
O -0.8202 1.5288 -1.1350 0.075
N -0.1915 0.4684 0.7719 0.053
C 1.1734 0.5402 0.6972 -0.234
C 1.7373 -0.5985 -0.3080 -0.046
C 3.2458 -0.8217 -0.2190 -0.244
C 4.2064 -0.1272 -1.0100 -0.061
C 5.4724 -0.5358 -0.9273 -0.116
C 5.9866 -1.7415 -0.2478 -0.078
C 5.0102 -2.3396 0.5171 -0.117
C 3.7078 -1.7381 0.6547 -0.063
C 1.7081 2.0546 0.4697 -0.471
O 2.5711 2.4673 -0.2443 0.126
O 0.9799 2.7991 1.3129 0.066
H -6.7143 -0.1828 -1.3260 0.118
H -5.2861 0.6858 -0.6393 0.023
H -3.9662 -2.5514 1.1166 0.136
H -4.2003 -0.8784 1.6898 0.101
H -2.9774 -1.1244 -1.1510 0.127
H -1.8401 -1.5555 0.0350 0.131
H -2.7242 1.0544 1.2054 0.130
H -2.9984 2.5811 -0.2552 0.115
H -3.3699 1.2684 -1.6693 0.204
H -0.4172 0.6189 1.9348 0.270
H 1.5960 0.3759 1.6509 0.133
H 1.0683 -1.5155 -0.0087 0.146
H 1.4248 -0.3160 -1.3052 0.111
H 4.0363 0.8484 -1.5670 0.136
H 6.2474 -0.0850 -1.5351 0.092
H 6.9471 -2.5295 -0.4808 0.170
H 5.2254 -3.2687 1.0222 0.088
H 2.9646 -2.2374 1.3095 0.118
H 1.2365 3.7715 0.9497 0.211
```

Molecular weight = 293.32 g/mol
E_LUMO = 0.07 eV
E_HOMO = -9.14 eV
Gap between HOMO and LUMO = 9.21 eV

---

Version x
A single C14H19N3O4 molecule. Source: the OMol25 dataset; level of theory: ωB97M-V/def2-TZVPD.

XYZ file:
```
40
Properties=species:S:1:pos:R:3:lowdin_charge:R:1
N 1.8700 4.0979 -0.1229 0.147
C 3.1147 3.6569 -0.4118 -0.583
O 3.9585 4.3626 -0.9379 0.033
C 3.3149 2.1815 -0.1394 -0.127
C 3.1376 1.2846 -1.3145 -0.144
C 3.0886 -0.2817 -1.0115 -0.274
N 3.0054 -0.9683 -2.2869 0.048
C 1.8187 -0.4275 -0.1385 -0.448
O 1.7288 -0.2963 1.0550 0.088
N 0.6816 -0.7482 -0.8688 0.109
C -0.6330 -0.4677 -0.2598 -0.181
C -1.0236 -1.5422 0.7757 -0.112
C -2.5098 -1.7970 0.9338 -0.210
C -3.1681 -1.4016 2.0938 -0.031
C -4.5358 -1.7853 2.2436 -0.060
C -5.1685 -2.4113 1.1745 -0.124
C -4.5625 -2.7709 -0.0130 -0.094
C -3.1874 -2.5157 -0.1404 -0.014
C -0.7978 0.9383 0.2981 -0.500
O -0.3481 1.9634 -0.1158 0.116
O -1.5094 0.8320 1.3923 0.109
H 1.5953 5.1596 -0.0539 0.167
H 1.0924 3.4770 0.0415 0.049
H 4.4451 2.3143 0.1470 0.163
H 2.7298 1.8092 0.7388 0.120
H 2.2531 1.4905 -1.8972 0.118
H 3.9013 1.4615 -2.0785 0.120
H 3.9004 -0.5593 -0.3568 0.141
H 3.2196 -1.9365 -2.2329 0.076
H 3.6282 -0.4961 -2.9376 0.085
H 0.8798 -0.8187 -1.8619 0.121
H -1.2994 -0.5047 -1.1502 0.172
H -0.5799 -1.3807 1.7710 0.127
H -0.6172 -2.4691 0.4096 0.117
H -2.6538 -0.8213 2.8220 0.096
H -5.1054 -1.6472 3.1071 0.078
H -6.2747 -2.5853 1.2458 0.115
H -5.1074 -3.3502 -0.7375 0.096
H -2.5765 -2.7859 -0.9817 0.100
H -1.7055 1.7394 1.7996 0.191
```

Molecular weight = 293.32 g/mol
E_LUMO = 0.49 eV
E_HOMO = -9.08 eV
Gap between HOMO and LUMO = 9.57 eV

---

Energies, relative to the best one, in kJ/mol: version w 399.2; version x 0.0.

---

Version w
A gas-phase ion, C6H9N2O (charge +1). Source: the OMol25 dataset; level of theory: ωB97M-V/def2-TZVPD.

XYZ file:
```
18
Properties=species:S:1:pos:R:3:lowdin_charge:R:1
C -2.0041 1.1610 -1.1613 0.105
C -0.9602 0.9867 -0.3574 -0.361
C -0.6289 -0.0777 0.7200 -0.073
C 0.8964 -0.5538 0.7090 -0.150
C 1.0561 -0.9810 -0.5731 -0.074
N 2.0361 -0.5423 -1.3582 0.278
N -0.2389 2.1477 -0.1082 0.148
C 0.4937 2.7696 0.5899 -0.311
O 1.1675 3.4456 1.2505 0.188
H -2.8668 0.4917 -1.1842 0.085
H -2.0007 2.2043 -1.5570 0.105
H -1.2200 -0.9464 0.7325 0.103
H -0.7047 0.4972 1.7527 0.181
H 0.7676 -1.2835 1.5568 0.171
H 1.7672 0.0853 1.1232 0.173
H 0.2688 -1.5375 -1.0349 0.162
H 2.7739 -0.1492 -0.8964 0.106
H 2.1029 -0.8112 -2.3310 0.161
```

Molecular weight = 125.15 g/mol
Charge = +1
E_LUMO = -5.23 eV
E_HOMO = -12.93 eV
Gap between HOMO and LUMO = 7.70 eV

---

Version x
A gas-phase ion, C6H9N2O (charge +1). Source: the OMol25 dataset; level of theory: ωB97M-V/def2-TZVPD.

XYZ file:
```
18
Properties=species:S:1:pos:R:3:lowdin_charge:R:1
C -1.4219 0.0756 1.8477 0.021
N -0.5094 -0.5656 0.9400 -0.083
C -0.2616 -1.8532 0.6903 -0.002
C 0.4748 -2.0385 -0.4846 0.094
C 0.6138 -0.7147 -0.9766 -0.266
N 0.0869 0.1268 -0.0956 0.001
C 0.2185 1.5563 -0.5579 0.022
C 1.2735 1.2834 -1.6970 -0.052
O 1.3329 -0.1384 -1.9402 0.058
H -1.8741 0.9679 1.5811 0.067
H -2.1693 -0.7811 2.1971 0.163
H -0.8757 0.4833 2.6974 0.101
H -0.6566 -2.4969 1.4650 0.148
H 0.9013 -2.9111 -1.0080 0.141
H 0.5677 2.0087 0.3869 0.134
H -0.9120 1.8690 -0.8424 0.184
H 0.9106 1.6448 -2.6544 0.138
H 2.3006 1.4836 -1.5488 0.129
```

Molecular weight = 125.15 g/mol
Charge = +1
E_LUMO = -3.09 eV
E_HOMO = -13.77 eV
Gap between HOMO and LUMO = 10.68 eV

---

Energies, relative to the best one, in kJ/mol: version w 11.4; version x 0.0.